[1]
{
  "formula": "C36H27FeN13O3S2",
  "method": "ωB97M-V with the def2-TZVPD basis set",
  "symbols": ["Fe", "C", "C", "C", "C", "C", "N", "C", "N", "C", "C", "C", "C", "C", "C", "C", "C", "N", "C", "N", "C", "N", "C", "N", "C", "N", "C", "C", "C", "C", "C", "C", "C", "C", "C", "C", "C", "C", "N", "C", "C", "H", "H", "H", "H", "H", "H", "H", "H", "H", "H", "H", "H", "H", "H", "H", "H", "C", "N", "C", "C", "N", "N", "C", "N", "N", "H", "H", "H", "H", "H", "H", "H", "H", "H", "H", "H", "O", "S", "O", "O", "S"],
  "xyz": [[0.332, -0.315, 0.193], [-1.373, -2.262, -6.351], [-1.429, -0.918, -6.723], [-1.361, 0.095, -5.775], [-1.207, -0.276, -4.454], [-1.172, 0.526, -3.185], [-0.686, -0.427, -2.151], [-0.838, -1.624, -2.642], [-0.766, -2.846, -2.039], [-0.086, -3.084, -0.961], [0.152, -4.474, -0.500], [-0.386, -5.684, -0.895], [0.098, -6.835, -0.282], [1.113, -6.766, 0.674], [1.669, -5.548, 1.045], [1.160, -4.404, 0.453], [1.506, -2.980, 0.569], [2.565, -2.555, 1.207], [2.962, -1.274, 1.120], [2.319, -0.230, 0.508], [3.005, 0.910, 0.774], [2.704, 2.136, 0.399], [1.505, 2.432, -0.142], [0.406, 1.747, 0.070], [-0.270, 2.463, -2.263], [-0.366, 1.715, -3.273], [0.707, 3.570, -2.195], [0.810, 4.549, -3.173], [1.717, 5.585, -3.009], [2.536, 5.626, -1.886], [2.463, 4.624, -0.932], [1.537, 3.597, -1.071], [4.197, 0.587, 1.554], [5.225, 1.371, 2.062], [6.213, 0.744, 2.803], [6.173, -0.641, 3.032], [5.151, -1.423, 2.525], [4.157, -0.792, 1.780], [0.634, -2.237, -0.184], [-1.129, -1.603, -4.090], [-1.224, -2.624, -5.020], [-1.442, -3.027, -7.115], [-1.540, -0.663, -7.770], [-1.440, 1.136, -6.055], [-1.153, -5.721, -1.657], [-0.309, -7.801, -0.554], [1.476, -7.681, 1.127], [2.472, -5.486, 1.767], [0.168, 4.493, -4.042], [1.788, 6.362, -3.760], [3.247, 6.434, -1.766], [3.129, 4.610, -0.080], [5.243, 2.437, 1.876], [7.031, 1.325, 3.212], [6.962, -1.101, 3.614], [5.116, -2.491, 2.694], [-1.167, -3.658, -4.706], [-1.347, -1.288, 5.191], [-0.510, -0.375, 4.420], [0.859, -0.330, 4.902], [-0.666, -0.381, 3.035], [0.288, -0.513, 2.198], [-1.975, -0.171, 2.637], [-2.425, -0.221, 1.315], [-3.761, 0.107, 1.178], [-1.650, -0.468, 0.347], [-1.402, -0.939, 6.222], [-0.935, -2.305, 5.189], [-2.352, -1.328, 4.783], [0.839, -0.125, 5.972], [1.405, 0.473, 4.408], [1.397, -1.275, 4.745], [1.164, -0.770, 2.639], [-2.536, 0.381, 3.264], [-4.400, -0.389, 1.779], [-4.042, 0.128, 0.199], [-2.157, -0.479, -0.543], [-3.456, 0.131, -1.755], [-3.048, 0.981, -2.882], [-3.724, 0.660, -4.120], [-3.056, 2.407, -2.570], [-1.063, 2.274, -0.674]],
  "lowdin_spin": [0.0218, -0.0001, -0.0001, 0.0000, -0.0005, 0.0005, 0.0258, 0.0094, 0.0593, 0.0239, 0.0220, -0.0027, 0.0208, -0.0018, 0.0167, 0.0083, 0.1255, -0.0292, 0.1872, 0.0027, 0.0784, 0.1031, 0.0143, 0.0675, 0.0006, 0.0024, 0.0029, -0.0006, 0.0029, -0.0006, 0.0032, -0.0005, 0.0541, 0.0017, 0.0419, 0.0095, 0.0282, 0.0360, 0.0329, 0.0003, 0.0000, 0.0000, 0.0000, 0.0000, -0.0005, 0.0014, -0.0007, 0.0007, -0.0001, 0.0002, -0.0001, -0.0002, -0.0005, 0.0026, -0.0004, 0.0013, -0.0001, 0.0003, -0.0014, 0.0001, 0.0005, 0.0042, 0.0001, 0.0009, 0.0003, -0.0016, 0.0000, -0.0001, 0.0000, 0.0000, 0.0001, 0.0000, 0.0013, 0.0001, 0.0000, 0.0000, -0.0002, 0.0008, 0.0028, 0.0011, 0.0027, 0.0162],
  "total_charge": -1,
  "mol_weight_g_mol": 809.7,
  "energy_ha": -4385.92342,
  "homo_energy_ha": [-0.1251, -0.1861],
  "spin_multiplicity": 2,
  "gap_ev": [5.48, 6.45],
  "de_lowest_kcal_mol": 0.0
}

=====

[2]
{
  "formula": "C36H27PTl",
  "method": "ωB97M-V with the def2-TZVPD basis set",
  "symbols": ["Tl", "C", "C", "C", "C", "C", "C", "P", "C", "C", "C", "C", "C", "C", "C", "C", "C", "C", "C", "C", "C", "C", "C", "C", "H", "H", "H", "H", "H", "H", "H", "H", "H", "H", "H", "H", "H", "H", "H", "H", "C", "C", "C", "C", "C", "C", "C", "C", "C", "C", "C", "C", "C", "C", "H", "H", "H", "H", "H", "H", "H", "H", "H", "H", "H"],
  "xyz": [[14.111, 12.581, 9.004], [10.882, 7.469, 5.361], [10.136, 7.382, 6.501], [10.601, 8.119, 7.631], [11.641, 9.009, 7.506], [12.179, 9.239, 6.260], [11.816, 8.452, 5.190], [12.100, 10.054, 8.973], [11.890, 8.943, 10.445], [12.135, 7.609, 10.426], [11.903, 6.829, 11.598], [11.575, 7.454, 12.773], [11.414, 8.848, 12.755], [11.500, 9.573, 11.608], [10.664, 11.081, 9.106], [9.437, 10.797, 9.621], [8.372, 11.737, 9.646], [8.481, 12.960, 9.068], [9.709, 13.274, 8.416], [9.893, 14.474, 7.643], [11.132, 14.801, 7.127], [12.229, 13.916, 7.142], [12.073, 12.753, 7.893], [10.822, 12.368, 8.457], [10.721, 6.769, 4.548], [9.290, 6.718, 6.487], [10.204, 7.932, 8.649], [13.038, 9.899, 6.302], [12.413, 8.433, 4.281], [12.441, 7.162, 9.483], [12.073, 5.761, 11.586], [11.432, 6.868, 13.680], [11.171, 9.449, 13.626], [11.266, 10.652, 11.597], [9.249, 9.841, 9.971], [7.436, 11.490, 10.193], [7.737, 13.762, 9.237], [9.100, 15.123, 7.306], [11.170, 15.759, 6.622], [13.154, 14.031, 6.518], [20.633, 11.242, 5.008], [20.194, 10.358, 5.972], [19.019, 10.525, 6.669], [18.128, 11.565, 6.285], [18.550, 12.422, 5.256], [19.844, 12.365, 4.754], [16.846, 11.752, 7.015], [16.581, 11.463, 8.298], [17.149, 11.026, 9.479], [16.434, 10.163, 10.358], [16.989, 9.839, 11.636], [18.230, 10.365, 12.033], [18.983, 11.233, 11.128], [18.486, 11.502, 9.864], [21.578, 11.144, 4.497], [20.747, 9.501, 6.259], [18.673, 9.906, 7.461], [17.865, 13.196, 5.046], [20.214, 13.207, 4.134], [16.120, 12.270, 6.421], [15.434, 9.820, 10.046], [16.460, 9.141, 12.232], [18.603, 10.180, 13.024], [19.895, 11.705, 11.489], [19.146, 11.909, 9.020]],
  "mulliken_charge": [0.6527, -0.3508, -0.9195, 0.0046, 0.2830, -0.1886, -0.6073, 0.2776, 0.6122, -0.2347, -0.6769, -0.5531, -0.5640, -1.0457, 0.3587, -0.2115, -0.7032, -0.8114, 0.9581, -1.0044, -0.4820, -1.0851, -0.1158, 0.2431, 0.3601, 0.3784, 0.2390, 0.3909, 0.3259, 0.5622, 0.3923, 0.3832, 0.3630, 0.3840, 0.5101, 0.3241, 0.3373, 0.3374, 0.3545, 0.3424, -0.5052, -0.4650, -0.6139, 0.7189, -0.5211, -0.4118, -0.9318, -0.2386, 0.4462, -0.4126, -0.6315, -0.5337, -0.5522, -0.2362, 0.3548, 0.3787, 0.5834, 0.4077, 0.3130, 0.2014, 0.4194, 0.4512, 0.3640, 0.3544, 0.2400],
  "total_charge": -1,
  "mol_weight_g_mol": 695.0,
  "energy_ha": -1901.74187,
  "homo_energy_ha": -0.1029,
  "gap_ev": 5.41,
  "de_lowest_kcal_mol": 44.1
}

=====

[3]
{
  "formula": "C36H28AsCoF5N5PS",
  "method": "ωB97M-V with the def2-TZVPD basis set",
  "symbols": ["Co", "F", "C", "C", "F", "C", "F", "C", "S", "C", "F", "C", "F", "C", "C", "As", "C", "C", "C", "C", "C", "C", "C", "C", "C", "C", "C", "C", "P", "C", "C", "C", "C", "C", "C", "C", "C", "C", "C", "C", "C", "H", "H", "H", "H", "H", "H", "H", "H", "H", "H", "H", "H", "H", "H", "H", "H", "H", "H", "H", "H", "H", "H", "H", "H", "N", "C", "C", "C", "N", "C", "N", "N", "N", "H", "H", "H", "H"],
  "xyz": [[-1.967, 0.567, -1.931], [-8.462, 0.254, -3.663], [-7.296, -0.033, -3.091], [-6.124, 0.493, -3.595], [-6.154, 1.312, -4.646], [-4.929, 0.162, -2.997], [-3.801, 0.720, -3.507], [-4.827, -0.664, -1.891], [-3.298, -1.096, -1.141], [-6.029, -1.156, -1.397], [-6.029, -1.948, -0.327], [-7.244, -0.855, -1.984], [-8.373, -1.353, -1.482], [-0.011, -1.345, 0.368], [1.375, -1.768, 0.830], [1.243, -2.761, 2.529], [3.126, -2.638, 3.041], [4.158, -2.445, 2.127], [5.479, -2.366, 2.559], [5.779, -2.491, 3.907], [4.756, -2.706, 4.824], [3.442, -2.783, 4.391], [0.612, -1.228, 3.565], [-0.608, -1.320, 4.227], [-1.100, -0.243, 4.958], [-0.371, 0.935, 5.031], [0.853, 1.034, 4.377], [1.343, -0.042, 3.650], [-0.016, -0.244, -1.096], [1.038, 1.157, -0.636], [0.877, 1.720, 0.632], [1.573, 2.865, 0.983], [2.424, 3.473, 0.070], [2.576, 2.933, -1.198], [1.880, 1.784, -1.555], [0.878, -1.209, -2.355], [2.269, -1.308, -2.430], [2.858, -2.147, -3.366], [2.068, -2.898, -4.229], [0.685, -2.804, -4.165], [0.091, -1.958, -3.236], [-0.542, -0.810, 1.160], [-0.626, -2.208, 0.103], [2.020, -0.903, 0.988], [1.846, -2.420, 0.095], [3.945, -2.357, 1.068], [6.271, -2.203, 1.839], [6.807, -2.426, 4.243], [4.986, -2.814, 5.877], [2.649, -2.948, 5.112], [-1.179, -2.240, 4.171], [-2.051, -0.324, 5.469], [-0.752, 1.775, 5.598], [1.428, 1.951, 4.439], [2.305, 0.040, 3.154], [0.197, 1.272, 1.349], [1.435, 3.294, 1.968], [2.953, 4.376, 0.343], [3.229, 3.412, -1.917], [2.004, 1.374, -2.552], [2.892, -0.727, -1.760], [3.937, -2.221, -3.416], [2.534, -3.552, -4.955], [0.067, -3.389, -4.835], [-0.991, -1.880, -3.186], [-2.297, 2.212, -0.975], [-2.124, 3.078, -0.222], [-1.909, 4.133, 0.645], [-2.672, 4.277, 1.839], [-3.282, 4.392, 2.812], [-0.875, 5.058, 0.316], [-0.038, 5.802, 0.027], [-1.668, 1.945, -4.706], [-0.922, 1.472, -3.587], [-1.140, 2.643, -5.212], [-2.528, 2.358, -4.373], [-0.364, 2.201, -3.149], [-0.286, 0.759, -3.924]],
  "lowdin_spin": [1.0337, 0.0011, 0.0035, -0.0005, -0.0006, 0.0003, 0.0037, -0.0097, -0.0334, 0.0000, -0.0016, -0.0008, -0.0007, 0.0010, -0.0002, 0.0000, 0.0000, 0.0000, 0.0000, 0.0000, 0.0000, 0.0000, 0.0000, 0.0000, 0.0000, 0.0000, 0.0000, 0.0000, -0.0238, -0.0094, -0.0054, 0.0006, -0.0059, 0.0003, -0.0055, 0.0047, 0.0000, 0.0003, 0.0000, 0.0002, 0.0038, -0.0001, 0.0001, 0.0000, 0.0000, 0.0000, 0.0000, 0.0000, 0.0000, 0.0000, 0.0000, 0.0000, 0.0000, 0.0000, 0.0000, -0.0002, 0.0001, -0.0003, 0.0001, -0.0002, 0.0000, 0.0000, 0.0000, 0.0000, 0.0021, 0.0193, 0.0025, 0.0035, 0.0003, 0.0020, 0.0006, 0.0022, -0.0007, 0.0115, 0.0004, 0.0000, -0.0002, 0.0010],
  "mol_weight_g_mol": 822.5,
  "energy_ha": -6519.75975,
  "homo_energy_ha": [-0.2907, -0.2940],
  "spin_multiplicity": 2,
  "gap_ev": [6.60, 7.87]
}